# 1
The following is a DFT calculation (ωB97M-V with the def2-TZVPD basis set) of an isolated molecule of C3H4BrNO3P2 in a non-equilibrium geometry.

```
14
Properties=species:S:1:pos:R:3:forces:R:3
C 0.14183 0.40766 0.36444 2.389 -0.851 -0.396
C 1.47449 -0.10870 0.97033 -1.737 2.032 -1.948
C -2.17930 1.43113 -0.59344 2.558 0.449 1.735
N -0.08861 0.01018 -1.02651 -0.107 -0.994 0.742
O -0.96233 -0.20206 0.96313 -0.387 -0.551 -0.487
O -2.40775 -1.44929 -0.74364 -1.887 -1.492 -1.111
O 0.08013 1.75415 0.57985 -0.653 3.142 -0.161
P -1.67373 -0.25310 -0.52446 2.359 1.644 0.981
P -1.23812 2.68307 0.03520 0.604 -2.627 0.036
Br 2.85045 0.11600 -0.33164 0.612 0.199 0.092
H 1.58415 0.49432 1.82777 0.822 0.227 1.150
H 1.30770 -1.11301 1.08736 0.054 -2.392 0.775
H -3.02478 1.72461 -1.00905 -4.007 1.269 -1.902
H 0.44784 0.35738 -1.82060 -0.620 -0.053 0.493
```
Forces are in eV/Å.

The value obtained for the HOMO-LUMO gap is 9.0055 eV. For the energy relative to the best compared isomer or geometry (same formula, charge and spin), the calculation gives 0.00 kcal/mol. The lowest unoccupied orbital energy comes out at -0.032 hartree.

# 2
The following is a DFT calculation (ωB97M-V with the def2-TZVPD basis set) of a structure of composition C2H2Br4O in a non-equilibrium geometry.

```
9
Properties=species:S:1:pos:R:3:forces:R:3
C -1.15798 0.00149 -0.45967 -1.591 2.733 4.046
C 1.36766 0.04161 0.36213 -3.146 0.142 1.838
O -0.28819 0.91520 -0.03185 3.487 -1.922 -0.050
Br -1.64198 -1.14381 1.21320 0.181 -0.169 -0.912
Br -2.77210 1.05915 -0.80870 0.051 -0.275 -0.351
Br 1.76292 -1.11842 -0.98877 0.046 -0.762 -1.003
Br 2.60113 1.36183 0.64244 0.288 0.959 0.107
H -0.99454 -0.60028 -1.26709 0.751 -1.817 -1.918
H 1.12309 -0.51677 1.33831 -0.065 1.112 -1.755
```
Forces are in eV/Å.

The value obtained for the HOMO-LUMO gap is 9.0476 eV. For the energy relative to the best compared isomer or geometry (same formula, charge and spin), the calculation gives 39.33 kcal/mol. The lowest unoccupied orbital energy comes out at -0.030 hartree.

# 3
The following is a DFT calculation (ωB97M-V with the def2-TZVPD basis set) of a structure of composition H16O8Tl in a non-equilibrium geometry.

```
25
Properties=species:S:1:pos:R:3:forces:R:3
Tl -0.88296 -8.10155 10.35148 0.633 -0.986 1.164
O -0.47430 -6.42942 11.87667 0.014 0.041 0.128
H 0.04467 -5.64790 11.70369 0.497 0.808 -0.277
H -0.27529 -6.61376 12.79966 -0.084 -0.155 0.461
O -0.87221 -9.28017 12.32876 0.357 -0.383 0.060
H -0.43889 -10.11206 12.59035 -0.389 0.131 0.057
H -1.19143 -8.84376 13.11803 -0.184 -0.061 0.662
O -2.83539 -7.68855 11.50789 -0.260 1.432 -0.284
H -3.30391 -6.83544 11.42910 0.210 -0.221 -0.092
H -3.34996 -8.16938 12.13422 -0.729 -1.008 0.927
O -1.48887 -6.21980 9.34746 -0.088 2.374 0.287
H -1.53982 -5.85954 8.46076 -0.084 -0.579 -1.245
H -1.46338 -5.34331 9.78708 -0.077 -0.540 0.599
O -0.38523 -10.46422 9.93893 1.217 1.990 1.568
H -0.84616 -11.04287 9.37676 -0.780 -1.769 -1.091
H 0.36719 -10.87196 10.39831 -0.398 -0.492 -0.678
O 0.13290 -8.27894 8.35408 -0.861 1.205 -0.302
H 0.25132 -7.83812 7.51695 -0.187 0.975 -0.714
H 0.73214 -8.98221 8.27453 1.480 -2.175 0.197
O -2.55232 -8.71565 9.17158 -0.284 -0.172 -2.765
H -2.42821 -8.55312 8.19984 -0.314 -0.412 0.955
H -3.39895 -9.16183 9.26826 -0.420 -0.193 0.363
O 1.32749 -8.47685 10.80085 -0.275 -1.358 1.162
H 1.96399 -7.80728 10.60075 1.146 0.789 -0.234
H 1.62188 -8.94344 11.62737 -0.139 0.759 -0.906
```
Forces are in eV/Å.

The value obtained for the HOMO-LUMO gap is 11.4634 eV. For the energy relative to the best compared isomer or geometry (same formula, charge and spin), the calculation gives 4.93 kcal/mol. The charge is +3. The lowest unoccupied orbital energy comes out at -0.457 hartree.

# 4
The following is a DFT calculation (ωB97M-V with the def2-TZVPD basis set) of a cluster of 2 separate species, C4H10NO in total.

```
16
Properties=species:S:1:pos:R:3:forces:R:3
C -0.79749 3.00489 0.06396 -0.189 0.304 -0.407
C -1.46197 3.10233 1.20804 0.230 -0.162 0.134
H -0.44957 3.91168 -0.43087 -0.339 0.042 -0.110
H -0.61339 2.06712 -0.46448 0.435 -0.217 0.493
H -1.80206 4.04771 1.61864 0.333 0.091 0.125
H -1.63665 2.21932 1.81213 -0.442 -0.095 -0.200
C 0.45063 -1.03330 -0.98962 -0.136 0.250 0.188
O -0.04999 0.21084 -0.92418 0.010 0.030 -0.059
C 0.58558 -1.71361 0.39109 -0.283 -0.148 -0.114
N 1.20459 -3.04030 0.26746 0.621 0.208 0.138
H -0.18696 -1.74092 -1.59491 0.087 -0.109 -0.057
H 1.47349 -1.09731 -1.44644 0.003 -0.054 -0.070
H 1.18494 -1.05881 1.02912 0.084 -0.074 -0.004
H -0.42226 -1.76576 0.82567 0.015 0.054 -0.002
H 0.98606 -3.67662 1.01765 -0.205 -0.058 -0.085
H 1.00194 -3.45674 -0.62984 -0.224 -0.065 0.029
```
Forces are in eV/Å.

The value obtained for the HOMO-LUMO gap is 6.7642 eV. For the energy relative to the best compared isomer or geometry (same formula, charge and spin), the calculation gives 29.98 kcal/mol. The charge is -1. The lowest unoccupied orbital energy comes out at 0.157 hartree.

# 5
The following is a DFT calculation (ωB97M-V with the def2-TZVPD basis set) of a structure of composition C36H43As2IrN4O12PTe in a non-equilibrium geometry.

```
100
Properties=species:S:1:pos:R:3:forces:R:3
Ir 0.33638 -0.86431 1.48762 0.878 0.963 -0.992
O 1.63866 -3.65317 4.15378 0.014 0.005 0.047
C 1.41049 -2.68487 3.43310 -0.025 0.082 -0.193
N 0.53285 -2.58642 2.43840 0.025 -0.234 0.148
C -0.37895 -3.63711 2.02849 0.044 0.218 -0.047
C -1.19495 -3.14046 0.84182 0.057 0.113 -0.136
C -2.09087 -3.99191 0.17117 -0.136 -0.031 0.005
C -2.94181 -3.47896 -0.84261 0.100 -0.069 0.171
C -2.71323 -2.23845 -1.32585 0.080 0.100 0.035
C -1.49121 -1.50472 -0.88044 -0.937 0.565 0.730
N -1.04757 -1.87577 0.47267 -0.074 -0.294 -0.311
C 2.19330 -1.37758 3.59415 -0.223 -0.082 -0.127
C 3.12221 -1.22465 4.59750 0.155 -0.059 0.148
C 3.79290 -0.01443 4.71072 0.037 -0.066 0.086
C 3.52401 0.99816 3.80671 0.078 0.059 -0.007
C 2.57873 0.78320 2.81793 -0.068 -0.133 -0.168
N 1.92936 -0.38004 2.72741 0.006 0.163 0.200
H -1.03071 -3.93942 2.85312 -0.081 -0.016 0.029
H 0.17289 -4.52407 1.71178 0.025 -0.118 -0.091
H -2.18913 -5.01588 0.51099 0.043 0.066 -0.024
H -3.77560 -4.07540 -1.19532 0.066 0.036 -0.006
H -3.33209 -1.77756 -2.08887 0.047 -0.085 0.043
H -0.68939 -1.93126 -1.47880 0.495 -0.220 -0.372
H 3.28616 -2.06162 5.26561 -0.002 0.070 -0.038
H 4.51911 0.13849 5.50162 -0.033 -0.030 -0.052
H 4.03557 1.95139 3.85626 -0.051 -0.062 -0.016
H 2.34098 1.52704 2.06473 -0.028 -0.021 0.040
C 0.90750 -0.63774 -3.97381 -0.136 0.037 0.056
O 0.33996 -0.44158 -2.66812 0.112 0.242 -0.137
C -0.90121 0.04672 -2.63662 -0.105 -0.079 0.214
O -1.52184 0.34009 -3.62841 0.005 0.082 0.022
C -1.49090 0.02221 -1.21193 -0.002 0.272 0.219
C -2.70042 0.88407 -1.09494 0.229 -0.392 -0.215
As -2.73738 2.54059 -2.13246 0.349 -0.034 0.028
C -3.49391 3.82916 -0.84013 -0.076 0.014 0.085
C -0.82065 3.07027 -1.95305 0.056 0.006 -0.146
C 0.22740 2.37051 -1.31849 0.416 -0.065 0.455
As -0.19133 1.09909 0.07702 -0.981 -0.146 -0.243
C -1.24675 2.30379 1.20441 -0.136 -0.259 -0.018
C 1.59252 2.76685 -0.98898 -0.140 0.057 -0.017
O 2.01566 2.58211 0.15723 -0.090 -0.035 -0.017
O 2.46937 3.22573 -1.88228 0.002 0.139 -0.506
C 2.13110 3.17537 -3.27345 0.175 -0.214 0.136
C -0.61951 4.40502 -2.43605 -0.167 -0.064 0.081
O 0.31715 5.14880 -2.20861 0.157 0.165 0.168
O -1.66946 4.90316 -3.22708 -0.236 -0.222 -0.313
C -1.57533 4.50530 -4.59698 0.022 0.065 0.255
C -3.77349 0.49871 -0.20739 0.126 0.080 -0.157
O -3.76598 -0.46366 0.53642 0.109 -0.251 0.156
O -4.84118 1.33165 -0.25447 -0.301 0.090 0.118
C -5.87979 1.02554 0.68721 0.124 0.026 -0.189
H 1.94693 -0.88764 -3.79770 -0.139 0.051 -0.025
H 0.81122 0.26456 -4.57197 -0.018 0.119 0.014
H 0.40097 -1.45670 -4.48012 -0.038 -0.043 0.027
H -4.54902 3.95157 -1.07583 -0.026 0.009 -0.003
H -2.98005 4.77597 -1.00083 0.005 -0.018 -0.016
H -3.39680 3.51984 0.19673 0.003 0.014 -0.064
H -1.33895 3.26442 0.71695 -0.003 0.097 -0.112
H -0.66347 2.38604 2.11729 0.057 -0.002 0.075
H -2.22171 1.89648 1.46757 0.021 -0.021 0.028
H 3.07145 3.27735 -3.80745 0.083 -0.005 -0.002
H 1.46507 3.98419 -3.54361 0.062 0.056 -0.022
H 1.67797 2.21399 -3.51589 -0.026 -0.044 0.021
H -0.82280 5.10376 -5.11837 0.015 0.012 0.027
H -2.54999 4.66359 -5.05391 -0.016 0.058 0.018
H -1.32145 3.44551 -4.68286 0.001 -0.044 0.032
H -6.59668 1.83847 0.61210 0.017 0.028 -0.033
H -5.48488 0.95600 1.69801 0.093 0.023 0.060
H -6.36045 0.07818 0.44490 0.030 -0.025 -0.055
C 5.85689 -1.97505 0.09942 -0.044 -0.030 -0.050
C 4.49806 -2.26075 0.71141 -0.037 -0.170 -0.212
O 3.64883 -2.99567 -0.21037 0.245 0.198 0.291
P 2.48892 -2.20671 -1.01026 0.133 -0.085 0.674
O 1.91117 -1.14837 -0.10029 -0.271 -0.498 -0.088
Te 1.13084 -3.87672 -1.97201 0.138 -0.105 -0.032
O 3.32965 -1.35670 -2.09144 0.120 -0.056 -0.251
C 4.10755 -2.03893 -3.09021 0.034 0.087 0.126
C 4.78128 -0.99479 -3.94714 0.058 0.151 0.013
H 6.54440 -1.62414 0.87538 -0.062 0.000 -0.073
H 5.78206 -1.20397 -0.67073 0.014 -0.065 0.026
H 6.27233 -2.88262 -0.34512 0.000 0.046 0.045
H 4.01086 -1.33322 1.00580 -0.111 0.036 0.011
H 4.59970 -2.88964 1.59572 -0.059 -0.080 -0.023
H 3.45971 -2.68962 -3.67883 -0.124 -0.031 -0.019
H 4.85320 -2.67303 -2.60848 -0.014 -0.033 0.127
H 4.04941 -0.40184 -4.49882 0.035 -0.017 0.014
H 5.45172 -1.47708 -4.66268 -0.041 0.034 0.022
H 5.36275 -0.31190 -3.32220 -0.013 -0.060 -0.070
N -0.71629 -0.02851 2.89114 -0.314 -0.052 0.399
C -1.93903 -0.28821 3.39642 0.085 -0.099 -0.021
C -2.77446 -1.40971 3.13490 0.081 0.095 0.000
C -4.01989 -1.52662 3.71737 -0.050 0.058 0.087
C -4.50156 -0.54594 4.58530 0.126 0.028 -0.062
C -3.69835 0.56138 4.88036 -0.049 -0.112 -0.073
C -2.44823 0.68202 4.31297 0.020 -0.057 -0.057
H -2.43718 -2.16352 2.44439 -0.116 0.083 0.078
H -4.64219 -2.38382 3.47802 0.065 0.052 0.018
H -5.48818 -0.64078 5.02281 0.029 0.003 0.007
H -4.06085 1.32726 5.55659 0.015 -0.015 -0.004
H -1.81005 1.52960 4.53277 -0.020 -0.010 -0.008
```
Forces are in eV/Å.

The value obtained for the HOMO-LUMO gap (alpha / beta) is 5.7894 / 6.0534 eV. For the energy relative to the best compared isomer or geometry (same formula, charge and spin), the calculation gives 9.65 kcal/mol. The charge is -1. The lowest unoccupied orbital energy (alpha / beta) comes out at 0.083 / 0.038 hartree. Its multiplicity is 5.

# 6
The following is a DFT calculation (ωB97M-V with the def2-TZVPD basis set) of a structure of composition C4H4LiO5Pd in a non-equilibrium geometry.

```
15
Properties=species:S:1:pos:R:3:forces:R:3
O 3.02657 1.68598 1.69935 2.584 0.021 1.725
C 3.50028 0.55521 1.77133 2.991 1.691 1.978
O 3.02060 -0.46351 1.21244 1.907 -3.730 0.616
Li 3.13199 -2.31930 1.36931 0.305 -0.112 0.121
Pd 1.64322 0.75672 0.68843 1.592 4.884 4.715
C 0.49840 0.51840 -0.41372 -6.727 -3.572 -10.182
C -0.64002 1.16742 -0.22566 -2.485 1.567 1.823
H 0.71414 -0.05561 -1.32285 0.014 -0.457 -0.003
H -0.74402 2.22216 0.03478 -0.140 -0.221 0.055
O -3.37021 -1.03400 -0.07347 0.166 0.430 0.354
C -2.28386 -0.52606 -0.52051 -1.702 0.539 -1.358
O -1.79349 -0.98062 -1.60442 2.671 -0.581 -0.854
O -1.94604 0.58040 0.00969 1.398 0.456 0.434
H -3.94079 -1.38837 -0.77500 -0.018 -0.654 -0.065
H -0.81675 -0.71882 -1.84969 -2.555 -0.262 0.641
```
Forces are in eV/Å.

The value obtained for the HOMO-LUMO gap (alpha / beta) is 7.7638 / 7.9232 eV. For the energy relative to the best compared isomer or geometry (same formula, charge and spin), the calculation gives 98.49 kcal/mol. The charge is +2. The lowest unoccupied orbital energy (alpha / beta) comes out at -0.301 / -0.376 hartree. Its multiplicity is 4.